1.
The following is a DFT calculation (the ωB97M-V functional and the def2-TZVPD basis) of a 2-piece molecular cluster, C14H33B3BrF3NO5Si2 overall in a non-equilibrium geometry.

```
62
Properties=species:S:1:pos:R:3
C 1.015 -1.989 -0.256
C 0.468 -0.424 -0.453
C -0.783 -0.407 -1.513
O -1.704 0.695 -1.189
C -3.036 0.214 -1.629
B -4.223 1.332 -1.415
O -4.003 2.613 -0.655
B -5.301 2.759 0.093
Br -6.206 4.515 0.465
O -5.910 1.450 0.522
B -6.459 0.915 -0.773
C -7.980 0.293 -0.719
C -8.360 -0.728 -1.944
O -9.742 -1.205 -1.699
C -9.765 -2.606 -1.252
C -9.413 -2.835 0.334
F -10.058 -4.126 0.781
F -7.946 -3.031 0.607
F -9.931 -1.778 1.244
O -5.595 1.037 -1.963
H 1.918 -2.014 0.497
H 1.292 -2.410 -1.329
H 0.134 -2.685 0.148
H 0.172 0.089 0.559
H 1.363 0.146 -0.975
H -1.331 -1.464 -1.447
H -0.332 -0.299 -2.590
H -3.359 -0.749 -1.003
H -3.007 -0.076 -2.765
H -8.769 1.160 -0.716
H -8.074 -0.279 0.315
H -7.568 -1.598 -2.043
H -8.359 -0.105 -2.959
H -10.874 -3.006 -1.433
H -9.067 -3.300 -1.888
C 5.252 -0.879 -1.597
Si 6.225 0.153 -0.345
C 6.443 1.855 -1.101
C 7.910 -0.652 -0.175
N 5.339 0.188 1.155
Si 5.955 1.059 2.533
C 6.132 2.898 2.214
C 7.599 0.391 3.142
C 4.729 0.870 3.962
H 5.789 -0.914 -2.548
H 5.122 -1.904 -1.238
H 4.265 -0.442 -1.777
H 6.796 1.766 -2.133
H 7.181 2.448 -0.556
H 5.495 2.401 -1.115
H 7.836 -1.606 0.357
H 8.614 -0.008 0.357
H 8.334 -0.851 -1.164
H 6.974 3.114 1.553
H 6.313 3.427 3.154
H 5.221 3.306 1.767
H 7.567 -0.698 3.242
H 7.837 0.812 4.124
H 8.418 0.657 2.468
H 4.605 -0.183 4.230
H 3.750 1.281 3.690
H 5.094 1.408 4.842
```

LUMO: 1.4 eV
max |F|: 5.2 eV/Å
orbital gap: 4.571 eV
net charge: -1

Here are the Löwdin charges for atoms 1 to 8, given in e: number 1, C, carries -0.146; number 2, C, carries -0.204; number 3, C, carries -0.241; number 4, O, carries -0.189; number 5, C, carries -0.097; number 6, B, carries -0.279; number 7, O, carries 0.126; number 8, B, carries -0.750

***

2.
The following is a DFT calculation (the ωB97M-V functional and the def2-TZVPD basis) of a 2-piece molecular cluster, C14H33BN5O7P2 overall in a non-equilibrium geometry.

```
62
Properties=species:S:1:pos:R:3
C 1.845 -2.049 -0.894
C 1.491 -0.949 -0.658
N 0.964 0.349 -0.408
B 1.557 0.791 0.959
N 2.694 0.056 1.454
O 1.050 1.850 1.640
C 1.531 1.287 -1.498
N 2.070 0.520 -2.619
C 0.510 2.367 -2.023
P 0.788 4.101 -1.321
O 2.436 4.195 -1.222
O 0.221 4.103 0.230
N -0.891 2.030 -1.967
C -1.370 1.252 -3.107
N -2.512 1.953 -3.702
C -3.172 1.037 -4.670
C -1.300 1.479 -0.676
P -3.188 1.188 -0.651
O -3.880 2.577 -1.139
O -3.515 1.114 0.964
C -0.542 0.177 -0.382
O -0.845 -0.206 0.925
C -1.207 -1.591 1.088
C -2.538 -2.006 0.475
H 1.876 -3.027 -1.287
H 3.503 0.295 0.888
H 2.850 0.239 2.435
H 1.101 1.627 2.575
H 2.401 1.790 -1.072
H 2.618 1.189 -3.151
H 1.312 0.248 -3.238
H 0.750 2.497 -3.072
H 2.671 5.046 -0.839
H 0.942 4.236 0.858
H -0.621 1.125 -3.900
H -1.740 0.257 -2.848
H -2.148 2.708 -4.275
H -3.829 0.374 -4.120
H -2.394 0.488 -5.215
H -3.719 1.609 -5.409
H -1.093 2.157 0.159
H -3.269 3.160 -1.612
H -4.359 1.573 1.071
H -0.795 -0.594 -1.104
H -1.290 -1.741 2.160
H -0.433 -2.282 0.757
H -2.570 -3.091 0.411
H -3.390 -1.666 1.048
H -2.631 -1.657 -0.551
C 2.318 -2.584 4.305
C 1.970 -2.740 2.829
C 1.420 -4.158 2.789
O 0.818 -4.399 4.062
C 1.190 -3.360 4.972
H 2.374 -1.548 4.640
H 3.277 -3.061 4.513
H 1.187 -2.027 2.553
H 2.814 -2.593 2.159
H 2.220 -4.891 2.646
H 0.675 -4.301 2.003
H 0.314 -2.723 5.139
H 1.485 -3.799 5.924
```

LUMO: -2.6 eV
energy above the lowest of the compared OMol25 structures with the same formula, charge and spin: 0.0 kcal/mol
max |F|: 2.7 eV/Å
orbital gap: 8.337 eV
net charge: +1

Here are the Löwdin charges for atoms 1 to 8, given in e: number 1, C, carries 0.210; number 2, C, carries -0.132; number 3, N, carries 0.057; number 4, B, carries -0.618; number 5, N, carries 0.223; number 6, O, carries 0.204; number 7, C, carries -0.233; number 8, N, carries 0.091

***

3.
The following is a DFT calculation (the ωB97M-V functional and the def2-TZVPD basis) of a 3-piece molecular cluster, C14H33BrN4O9PS overall.

```
63
Properties=species:S:1:pos:R:3
O 0.696 3.788 -1.991
S 1.603 4.698 -2.630
O 1.434 5.174 -3.962
C 3.263 3.953 -2.522
C 3.256 2.911 -1.477
N 3.540 3.178 -0.194
N 3.347 2.086 0.494
N 2.971 1.173 -0.335
N 2.899 1.624 -1.591
P 2.356 0.348 -2.855
O 3.894 0.098 -3.279
Br 1.624 1.574 -4.507
H 1.770 5.758 -1.805
H 3.519 3.586 -3.513
H 3.967 4.734 -2.235
H 2.722 0.226 -0.063
H 4.009 -0.294 -4.157
C 0.360 2.358 1.903
O -0.355 2.783 3.027
C -1.769 2.760 2.894
C -2.446 2.107 4.079
O -2.230 0.710 4.189
C -1.002 0.232 4.713
C -0.808 0.434 6.201
O -0.561 1.788 6.518
C -1.191 2.253 7.692
H 0.459 3.154 1.151
H 1.356 2.071 2.244
H -0.117 1.490 1.428
H -2.058 2.236 1.977
H -2.135 3.792 2.824
H -3.520 2.206 3.906
H -2.204 2.634 5.002
H -0.142 0.627 4.166
H -1.042 -0.848 4.548
H 0.054 -0.176 6.505
H -1.687 0.059 6.736
H -2.210 1.862 7.781
H -1.237 3.340 7.631
H -0.630 1.976 8.590
C -2.415 -4.204 -0.436
O -2.307 -3.640 -1.725
C -1.841 -2.313 -1.768
C -0.806 -2.106 -2.854
O 0.448 -2.738 -2.646
C 0.536 -4.157 -2.755
C 0.367 -4.710 -4.152
O -0.966 -4.615 -4.598
C -1.128 -4.283 -5.959
H -3.332 -3.886 0.069
H -2.440 -5.286 -0.554
H -1.557 -3.938 0.191
H -1.420 -2.017 -0.799
H -2.678 -1.637 -1.989
H -0.571 -1.035 -2.845
H -1.219 -2.344 -3.836
H -0.146 -4.651 -2.062
H 1.558 -4.389 -2.448
H 0.673 -5.764 -4.120
H 1.045 -4.189 -4.840
H -0.410 -3.517 -6.272
H -2.136 -3.892 -6.083
H -1.009 -5.157 -6.607
```

LUMO: -4.6 eV
max |F|: 0.4 eV/Å
orbital gap: 6.293 eV
net charge: +1

Here are the Löwdin charges for atoms 1 to 8, given in e: number 1, O, carries -0.356; number 2, S, carries 0.662; number 3, O, carries -0.314; number 4, C, carries -0.174; number 5, C, carries -0.338; number 6, N, carries 0.150; number 7, N, carries 0.114; number 8, N, carries 0.044

***

4.
The following is a DFT calculation (the ωB97M-V functional and the def2-TZVPD basis) of a 8-piece molecular cluster, C14H33Cl14FPS overall.

```
64
Properties=species:S:1:pos:R:3
F 5.019 -0.118 4.429
P 5.535 1.500 4.055
S 3.465 2.335 4.773
H 4.975 1.302 2.759
H 5.960 2.835 3.741
H 5.909 1.636 5.433
H 6.826 0.984 3.680
H 2.676 1.768 3.869
Cl -1.170 0.739 2.782
C -0.238 -0.689 2.221
C 1.228 -0.576 2.535
Cl 2.033 0.686 1.575
H -0.416 -0.788 1.155
H -0.657 -1.539 2.752
H 1.714 -1.520 2.295
H 1.408 -0.346 3.583
Cl -0.687 1.738 -1.168
C -1.096 0.709 -2.567
C -2.136 -0.320 -2.230
Cl -1.505 -1.558 -1.106
H -0.178 0.243 -2.914
H -1.487 1.358 -3.345
H -2.447 -0.840 -3.133
H -3.006 0.134 -1.764
Cl -5.859 -0.769 -3.843
C -6.234 -2.512 -3.818
C -5.300 -3.277 -2.924
Cl -3.639 -3.335 -3.559
H -6.196 -2.873 -4.841
H -7.248 -2.615 -3.438
H -5.644 -4.306 -2.835
H -5.255 -2.830 -1.934
Cl -0.749 1.946 -6.439
C -1.527 1.024 -7.748
C -2.987 0.799 -7.468
Cl -3.245 -0.308 -6.092
H -0.999 0.081 -7.853
H -1.414 1.601 -8.664
H -3.458 0.342 -8.337
H -3.492 1.732 -7.237
Cl -1.773 7.293 -4.473
C -1.820 6.361 -2.948
C -1.351 4.945 -3.130
Cl -2.480 3.981 -4.122
H -2.839 6.393 -2.578
H -1.165 6.869 -2.244
H -1.287 4.456 -2.159
H -0.379 4.906 -3.613
Cl 6.642 -4.869 2.814
C 7.242 -3.660 3.997
C 6.783 -2.262 3.700
Cl 7.522 -1.602 2.224
H 8.326 -3.732 3.999
H 6.859 -3.964 4.969
H 7.068 -1.599 4.513
H 5.709 -2.186 3.584
Cl -0.343 -3.165 4.817
C -1.648 -2.669 5.926
C -1.494 -1.232 6.354
Cl -0.078 -1.002 7.406
H -1.632 -3.342 6.778
H -2.586 -2.790 5.389
H -2.373 -0.932 6.923
H -1.380 -0.575 5.495
```

LUMO: 1.6 eV
energy above the lowest of the compared OMol25 structures with the same formula, charge and spin: 0.0 kcal/mol
max |F|: 0.6 eV/Å
orbital gap: 5.491 eV
net charge: -1

Here are the Löwdin charges for atoms 1 to 8, given in e: number 1, F, carries -0.510; number 2, P, carries 0.145; number 3, S, carries 0.167; number 4, H, carries -0.076; number 5, H, carries -0.109; number 6, H, carries -0.079; number 7, H, carries -0.095; number 8, H, carries -0.372